(1)
C4H8O2 in the gas phase. Source: OMol25; level of theory: the ωB97M-V functional and the def2-TZVPD basis.

Charge = 0
LUMO level = 0.891 eV
SMILES = C=COCCO
HOMO-LUMO gap = 9.511 eV
Relative energy (zero: lowest compared OMol25 entry of this formula, charge and spin) = 260.6 kJ/mol

```
14
Properties=species:S:1:pos:R:3:forces:R:3:mulliken_charge:R:1
O -0.7081 -0.0165 -1.4561 -0.05 0.40 -0.41 -0.475
C -1.3957 -0.7032 0.8811 0.05 -0.12 0.41 -0.603
C -0.1399 -1.0067 1.1696 -0.38 -0.19 0.12 -0.128
C 0.6461 0.2426 -1.1078 0.33 0.06 -0.14 -0.585
C 0.9719 0.8465 0.2684 -0.15 0.20 -0.28 -0.328
O 0.8602 -0.0757 1.3466 -0.05 -0.11 -0.01 -0.381
H -1.2453 0.7844 -1.3753 0.37 -0.13 -0.05 0.329
H -1.7421 0.3265 0.8569 0.11 -0.16 0.01 0.311
H -2.0869 -1.4599 0.5312 0.04 -0.04 0.40 0.226
H 0.2196 -2.0323 1.2112 -0.04 0.11 0.06 0.365
H 1.1678 -0.7212 -1.1678 -0.18 0.16 -0.10 0.301
H 1.0584 0.8964 -1.8805 0.31 0.08 0.10 0.372
H 0.3694 1.7499 0.4479 -0.07 -0.15 0.05 0.273
H 2.0247 1.1691 0.2747 -0.31 -0.11 -0.14 0.323
```
Forces are in eV/Å.


(2)
A molecular structure, C33H49CoN6O2SSbSi3. Source: OMol25; level of theory: the ωB97M-V functional and the def2-TZVPD basis.

Charge = -1
LUMO level (alpha / beta) = 2.529 / 2.528 eV
HOMO-LUMO gap (alpha / beta) = 6.501 / 6.604 eV
Relative energy (zero: lowest compared OMol25 entry of this formula, charge and spin) = 2.1 kJ/mol

```
96
Properties=species:S:1:pos:R:3:forces:R:3:mulliken_charge:R:1
Co -0.7898 -0.7709 -0.1032 -0.16 -0.37 -0.55 -1.352
C -0.6034 3.2935 1.9278 0.00 -0.02 0.02 -1.303
Sb 0.9259 1.8669 2.4529 0.01 0.07 0.00 -0.117
C -0.1584 0.1162 1.8366 0.13 0.02 -0.07 2.537
C 0.7376 -1.0593 1.8758 -0.02 -0.01 -0.04 -2.068
C 1.7377 -1.4318 2.7858 0.01 0.01 0.00 -0.923
C 2.3719 -2.6483 2.6317 0.00 0.00 -0.01 -0.748
C 2.0135 -3.4962 1.5854 -0.01 0.00 0.00 -1.081
C 1.0471 -3.0613 0.7003 -0.01 0.01 -0.01 -0.495
N 0.4697 -1.8733 0.8370 -0.07 0.05 -0.01 1.824
Si -1.5335 -0.0801 3.0983 -0.04 -0.04 0.00 0.760
C -3.1790 0.6781 2.5832 0.00 0.03 0.02 -1.231
C -1.1681 0.7591 4.7725 0.02 -0.02 0.01 -1.348
C -1.7394 -1.8830 3.5664 0.02 0.01 0.01 -0.959
C 2.5729 2.5232 1.0248 -0.03 -0.02 0.05 2.922
C 3.3082 1.2795 0.6025 0.02 -0.03 -0.03 -1.710
C 4.6827 1.0672 0.7709 0.00 0.01 0.01 -0.947
C 5.2625 -0.0897 0.2802 -0.01 -0.02 0.00 -1.069
C 4.4768 -1.0172 -0.3852 0.02 0.03 0.00 -1.017
C 3.1287 -0.7259 -0.5266 0.00 0.01 0.00 -0.125
N 2.5649 0.3733 -0.0465 0.06 0.01 -0.01 0.709
Si 3.5554 3.7068 2.1241 0.01 0.00 -0.01 0.517
C 4.3437 2.8595 3.6129 0.00 -0.01 0.00 -1.152
C 4.9266 4.6208 1.1980 0.00 0.00 0.01 -1.166
C 2.4739 5.0490 2.8817 0.00 -0.01 0.00 -1.179
Si 2.0038 3.2862 -0.6141 -0.01 -0.01 -0.01 0.383
C 3.4575 3.2965 -1.8151 0.02 0.01 0.01 -1.228
C 0.6157 2.3470 -1.4300 -0.01 0.01 -0.02 -0.188
C 1.4533 5.0837 -0.4516 -0.01 0.00 0.00 -1.239
H -1.4359 3.1347 2.6138 0.00 0.00 0.00 0.428
H -0.9570 3.1389 0.9102 -0.01 0.00 -0.02 0.245
H -0.2416 4.3125 2.0512 0.01 0.00 0.01 0.467
H 1.9837 -0.7744 3.6111 0.00 0.00 0.00 0.528
H 3.1348 -2.9530 3.3388 0.00 0.00 0.00 0.438
H 2.4717 -4.4673 1.4612 0.00 0.00 0.00 0.478
H 0.7202 -3.6558 -0.1444 0.00 0.00 0.00 0.396
H -3.0472 1.5793 1.9801 0.00 -0.01 -0.02 0.252
H -3.7454 0.9513 3.4788 0.01 0.02 0.00 0.564
H -3.7830 -0.0293 2.0172 -0.01 -0.02 -0.01 0.373
H -1.1279 1.8515 4.7387 -0.01 -0.01 -0.01 0.367
H -0.2276 0.4089 5.2070 0.00 0.01 0.00 0.229
H -1.9758 0.4852 5.4594 0.00 0.00 0.00 0.363
H -1.8182 -2.5462 2.7070 0.00 -0.02 -0.02 0.145
H -2.6422 -2.0054 4.1718 -0.01 -0.01 -0.01 0.378
H -0.8857 -2.2125 4.1667 0.00 0.02 0.01 0.331
H 5.3013 1.8023 1.2642 -0.01 -0.01 -0.01 0.429
H 6.3250 -0.2586 0.4117 0.00 0.00 0.00 0.393
H 4.8895 -1.9335 -0.7852 0.00 0.00 0.00 0.468
H 2.4575 -1.3999 -1.0495 0.01 0.03 0.01 0.008
H 5.0122 2.0344 3.3676 -0.01 0.01 0.01 0.362
H 3.5649 2.4701 4.2708 0.00 0.00 0.00 0.253
H 4.9177 3.6036 4.1737 0.00 0.00 0.00 0.405
H 5.6235 3.9552 0.6858 0.00 0.00 0.00 0.316
H 5.4981 5.2198 1.9130 0.00 0.00 0.00 0.417
H 4.5157 5.3023 0.4504 -0.01 0.01 0.00 0.295
H 1.7583 4.6331 3.5935 -0.01 -0.01 0.00 0.271
H 1.9252 5.6365 2.1470 -0.01 0.00 0.00 0.368
H 3.1270 5.7310 3.4348 0.00 0.00 0.00 0.410
H 3.7980 2.2792 -2.0208 0.00 -0.01 0.00 0.264
H 4.3094 3.8716 -1.4450 -0.02 -0.02 -0.01 0.265
H 3.1382 3.7381 -2.7638 0.00 0.00 0.00 0.413
H 0.9916 1.4883 -1.9868 0.00 0.01 0.00 0.318
H 0.0656 3.0035 -2.1125 -0.01 0.01 0.00 0.592
H -0.0672 1.9231 -0.6927 0.00 -0.02 0.01 -0.804
H 2.2340 5.7455 -0.0735 0.01 0.00 0.00 0.290
H 0.5711 5.1950 0.1801 0.01 0.00 0.00 0.348
H 1.1855 5.4315 -1.4540 0.00 0.00 0.00 0.448
N -4.8627 -4.6598 -5.1070 0.00 0.00 0.00 -0.624
C -4.5516 -4.2683 -3.7952 0.00 0.00 0.00 1.133
C -5.5548 -4.1536 -2.8354 0.00 0.00 0.00 -0.753
C -5.2407 -3.7996 -1.5330 0.00 0.00 0.00 -0.278
C -3.9225 -3.5758 -1.1782 0.00 0.01 0.01 -0.759
C -2.9131 -3.6859 -2.1260 0.01 0.00 0.00 -0.072
C -3.2267 -4.0312 -3.4276 0.00 0.00 -0.01 -0.756
S -3.4948 -3.0962 0.4731 0.03 -0.06 -0.02 1.695
O -4.7189 -3.0280 1.2317 0.00 0.01 0.00 -0.837
O -2.4729 -4.0086 0.9269 -0.01 0.01 0.00 -0.786
N -2.7730 -1.6739 0.2942 0.01 0.10 0.12 0.055
C -3.3304 -0.6841 -0.4181 -0.01 0.04 -0.01 0.259
N -4.6188 -0.5993 -0.7778 0.02 -0.01 0.01 -0.485
C -4.9664 0.4829 -1.4584 0.00 0.00 0.00 -0.653
C -4.0837 1.4937 -1.8051 0.00 0.00 0.00 -0.912
C -2.7605 1.3060 -1.4320 0.02 0.00 -0.01 0.303
N -2.3817 0.2387 -0.7575 0.04 -0.04 0.03 0.713
H -5.8022 -4.4258 -5.3880 0.00 0.00 0.00 0.224
H -4.1924 -4.3466 -5.7920 0.00 0.00 0.00 0.229
H -6.5868 -4.3331 -3.1165 0.00 0.00 0.00 0.269
H -6.0100 -3.6763 -0.7828 0.00 0.00 0.00 0.485
H -1.8900 -3.4694 -1.8424 -0.01 0.00 0.00 0.190
H -2.4416 -4.1099 -4.1714 0.00 0.00 0.00 0.294
H -6.0130 0.5448 -1.7442 0.00 0.00 0.00 0.421
H -4.3990 2.3679 -2.3544 0.00 0.00 0.00 0.436
H -1.9843 2.0134 -1.6940 0.01 0.00 0.00 0.105
C -0.2453 -1.1785 -1.7554 0.02 0.24 0.58 -1.008
H -0.6648 -0.7621 -2.6818 -0.01 0.00 -0.01 0.274
H 0.5163 -1.9328 -2.0078 -0.02 -0.02 -0.01 0.323
```
Forces are in eV/Å.


(3)
2 unconnected molecules or ions with the total composition ClH4N2OP. Source: OMol25; level of theory: the ωB97M-V functional and the def2-TZVPD basis.

Charge = 0
LUMO level (alpha / beta) = 0.352 / -4.686 eV
Multiplicity = 3
Expectation value of S² = 2.012
HOMO-LUMO gap (alpha / beta) = 6.078 / 6.529 eV
Relative energy (zero: lowest compared OMol25 entry of this formula, charge and spin) = 147.0 kJ/mol

```
9
Properties=species:S:1:pos:R:3:forces:R:3:mulliken_spin:R:1
N -0.4361 0.5415 1.2694 1.53 4.00 -3.33 0.200
N 0.3370 -0.1584 -1.3422 -3.37 -2.10 -5.22 0.846
O 1.5870 1.7859 -0.0628 -0.41 2.77 -1.18 0.129
P 0.5840 0.7194 -0.1057 3.77 -1.07 9.71 1.047
Cl -1.7188 -2.2564 -0.4061 1.12 0.68 -0.08 0.017
H 0.1178 1.0209 1.9712 -0.83 -0.81 0.69 -0.064
H -0.9890 -0.2417 1.2447 -1.53 -2.15 1.04 -0.053
H -0.6148 -1.5159 -0.6953 -1.48 -1.13 -0.01 -0.036
H 1.1328 0.1047 -1.8733 1.20 -0.18 -1.61 -0.087
```
Forces are in eV/Å.


| no. | molecular weight (g mol⁻¹) |
| --- | --- |
| 1 | 88.11 |
| 2 | 858.81 |
| 3 | 114.47 |